{"formula": "H18NO12", "method": "ωB97M-V/def2-TZVPD", "species": ["N", "O", "O", "O", "O", "H", "H", "O", "H", "H", "O", "H", "H", "O", "H", "H", "O", "H", "H", "O", "H", "H", "O", "H", "H", "O", "H", "H", "O", "H", "H"], "xyz": [[0.297, -0.083, -0.432], [-0.957, -0.053, -0.496], [0.967, 0.842, -0.910], [0.864, -1.099, 0.045], [1.582, 2.838, 1.287], [1.447, 2.074, 0.707], [0.704, 3.051, 1.611], [3.217, 2.001, -2.326], [3.855, 2.318, -1.681], [2.549, 1.547, -1.791], [-0.687, 0.100, 2.882], [-0.993, -0.541, 2.230], [-0.805, -0.348, 3.723], [-3.329, -0.123, 1.348], [-3.953, -0.825, 1.146], [-2.680, -0.150, 0.632], [0.396, -3.287, -1.882], [-0.505, -3.160, -2.192], [0.602, -2.478, -1.388], [-1.065, 0.093, -3.598], [-0.952, -0.137, -2.667], [-0.917, 1.043, -3.622], [-1.457, 3.028, -0.574], [-1.477, 2.762, 0.350], [-1.363, 2.194, -1.050], [3.106, -0.846, 1.933], [2.926, -1.458, 2.651], [2.358, -0.959, 1.326], [-1.186, -2.949, 1.266], [-0.610, -2.327, 0.797], [-1.935, -3.069, 0.676]], "homo_ev": -7.58, "relative_energy_kcal_mol": 25.6, "e_lumo_ha": 0.10022, "total_charge": -1}

=====

{"formula": "C23H42Cl3LuN2O4Si", "method": "ωB97M-V/def2-TZVPD", "species": ["C", "C", "H", "H", "H", "C", "C", "H", "H", "H", "H", "Lu", "Cl", "Cl", "C", "O", "N", "C", "C", "H", "H", "H", "H", "H", "H", "H", "H", "H", "C", "C", "N", "H", "C", "O", "H", "H", "H", "H", "O", "C", "C", "C", "H", "C", "H", "C", "H", "C", "C", "H", "H", "H", "Si", "Cl", "C", "C", "C", "H", "H", "H", "H", "H", "H", "H", "H", "H", "C", "C", "C", "O", "H", "H", "H", "H", "H", "H"], "xyz": [[1.307, 2.692, 2.316], [1.005, 3.179, 0.927], [2.382, 2.448, 2.435], [0.670, 1.847, 2.657], [1.076, 3.532, 2.999], [1.631, 4.267, 0.438], [2.793, 4.932, 1.092], [1.203, 4.785, -0.433], [3.546, 4.207, 1.453], [2.471, 5.585, 1.922], [3.245, 5.592, 0.343], [-1.257, -0.236, 1.534], [-1.008, 0.700, 3.812], [-3.452, 0.979, 1.082], [-2.997, -1.513, -0.738], [-1.819, -1.485, -0.294], [-3.354, -2.107, -1.874], [-2.334, -2.925, -2.531], [-4.591, -1.742, -2.566], [-3.827, -1.018, -0.207], [-1.977, -3.700, -1.824], [-1.486, -2.293, -2.847], [-2.808, -3.383, -3.404], [-5.436, -1.783, -1.859], [-4.733, -2.445, -3.392], [-4.515, -0.719, -2.976], [2.941, -3.236, 4.634], [3.443, -0.441, 2.399], [3.218, -3.444, 3.584], [3.714, -1.477, 2.127], [2.725, -2.416, 2.674], [2.793, -4.426, 3.327], [1.408, -2.268, 2.442], [0.949, -1.289, 1.803], [3.720, -1.546, 1.028], [0.768, -3.124, 2.790], [4.312, -3.479, 3.473], [4.674, -1.780, 2.584], [-0.254, 1.146, 0.594], [-0.129, 2.484, 0.174], [0.924, 3.298, -2.108], [-0.192, 2.946, -1.310], [1.969, 3.160, -1.786], [0.819, 3.941, -3.354], [-1.088, 2.826, 0.591], [-1.428, 3.457, -1.756], [1.720, 4.183, -3.937], [-0.431, 4.345, -3.802], [-1.550, 4.111, -2.995], [-2.297, 3.336, -1.100], [-0.547, 4.812, -4.780], [-2.525, 4.468, -3.321], [1.449, 0.243, -2.075], [2.796, 1.356, -1.001], [2.042, 0.626, -3.789], [-0.497, 0.474, -2.578], [1.393, -1.500, -1.399], [1.141, 0.931, -4.372], [2.459, -0.362, -4.085], [2.816, 1.423, -3.669], [1.853, -1.599, -0.394], [1.992, -1.984, -2.205], [0.424, -2.022, -1.361], [-0.666, 1.416, -3.134], [-1.282, 0.425, -1.789], [-0.640, -0.349, -3.320], [-1.915, -4.599, 2.325], [-1.983, -3.261, 2.970], [-2.244, -3.280, 4.444], [-1.867, -2.190, 2.348], [-2.785, -5.160, 2.687], [-1.026, -5.139, 2.676], [-1.923, -4.524, 1.237], [-1.319, -3.117, 5.025], [-2.987, -2.511, 4.712], [-2.621, -4.277, 4.706]], "homo_ev": -7.29, "relative_energy_kcal_mol": 96.2, "e_lumo_ha": -0.00873}

=====

{"formula": "C25H50NO4PPtSi", "method": "ωB97M-V/def2-TZVPD", "species": ["C", "C", "C", "C", "C", "C", "C", "C", "N", "Pt", "C", "P", "H", "H", "H", "H", "H", "H", "H", "H", "C", "C", "H", "C", "C", "H", "H", "H", "H", "H", "H", "H", "H", "H", "H", "H", "H", "H", "H", "C", "C", "C", "C", "O", "Si", "O", "O", "C", "C", "C", "C", "O", "C", "C", "C", "C", "H", "H", "H", "H", "H", "H", "H", "H", "H", "H", "H", "H", "H", "H", "H", "H", "H", "H", "H", "H", "H", "H", "H", "H", "H", "H", "H"], "xyz": [[-4.424, 0.757, -2.446], [-3.565, -0.106, -3.107], [-2.175, 0.075, -3.067], [-1.668, 1.198, -2.412], [-2.503, 1.968, -1.591], [-3.883, 1.762, -1.639], [-1.343, -0.979, -3.742], [0.166, -0.774, -3.957], [0.536, 0.669, -4.232], [0.335, 1.788, -2.562], [-1.912, 2.953, -0.621], [-0.105, 3.240, -0.955], [-3.966, -0.940, -3.678], [-4.536, 2.400, -1.047], [-5.505, 0.651, -2.545], [-1.948, 2.543, 0.400], [-2.424, 3.925, -0.648], [-1.433, -1.917, -3.164], [-1.798, -1.208, -4.716], [0.729, -1.090, -3.069], [0.727, 3.463, 0.639], [-0.020, 4.884, -1.737], [0.501, -1.372, -4.820], [-0.284, 1.218, -5.382], [2.005, 0.787, -4.560], [1.618, 1.164, -1.677], [0.203, 0.963, -6.335], [-1.302, 0.826, -5.346], [-0.335, 2.307, -5.289], [2.122, 1.058, -5.615], [2.457, 1.566, -3.927], [2.517, -0.160, -4.349], [-0.288, 5.677, -1.025], [1.019, 5.013, -2.071], [-0.686, 4.914, -2.609], [0.390, 4.386, 1.135], [0.518, 2.594, 1.274], [1.804, 3.537, 0.436], [-0.631, 2.776, -3.546], [1.384, 1.162, 3.946], [2.436, 0.426, 3.128], [3.269, 1.423, 2.332], [3.355, -0.332, 4.081], [1.847, -0.507, 2.216], [0.304, -0.656, 1.571], [-0.251, 0.532, 0.712], [0.405, -2.117, 0.751], [1.431, -3.120, 0.779], [2.667, -2.609, 0.049], [1.811, -3.532, 2.194], [0.880, -4.343, 0.056], [-0.566, -1.034, 2.960], [-1.899, -1.557, 3.026], [-2.668, -1.388, 1.713], [-1.812, -3.043, 3.374], [-2.623, -0.816, 4.145], [1.884, 1.901, 4.584], [0.836, 0.470, 4.594], [0.670, 1.696, 3.311], [3.681, 2.185, 3.004], [4.107, 0.911, 1.843], [2.666, 1.922, 1.567], [2.790, -1.056, 4.680], [4.146, -0.853, 3.531], [3.833, 0.379, 4.765], [3.109, -1.766, 0.590], [3.416, -3.406, -0.026], [2.407, -2.277, -0.963], [0.937, -3.884, 2.754], [2.540, -4.353, 2.149], [2.267, -2.700, 2.738], [0.022, -4.764, 0.595], [0.565, -4.094, -0.963], [1.650, -5.120, 0.001], [-3.719, -1.674, 1.862], [-2.250, -2.037, 0.934], [-2.635, -0.351, 1.360], [-1.230, -3.181, 4.293], [-2.818, -3.455, 3.529], [-1.331, -3.603, 2.563], [-2.077, -0.917, 5.091], [-2.719, 0.252, 3.909], [-3.630, -1.231, 4.275]], "homo_ev": [-6.91, -7.61], "multiplicity": 3, "e_lumo_ha": [0.00438, -0.11388]}

=====

Number 1: molar mass 224.14 u. Number 2: molar mass 720.01 u. Number 3: molar mass 682.82 u.